# C37H61ClF6N9O9PS

7 unconnected molecules or ions with the total composition C37H61ClF6N9O9PS at a distorted geometry (wB97M-V/def2-TZVPD, OMol25).

Each line ends with the Mulliken charge.
Element x y z (Å)
O: 1.324 -5.823 2.544  -0.631
C: 0.997 -5.443 1.359  -0.181
C: -0.206 -4.374 1.045  0.383
C: -0.766 -3.826 2.439  -1.213
C: -1.581 -2.427 2.392  -1.434
C: -0.719 -1.024 2.544  1.592
N: 0.711 -1.014 2.155  -0.390
C: 1.156 0.160 1.772  0.169
S: 1.459 1.603 0.938  -0.067
P: -0.818 -0.720 4.455  0.404
O: -0.214 -2.151 5.251  -0.567
Cl: 0.490 0.825 5.056  -0.305
N: -1.709 -0.045 2.030  -0.399
C: -3.094 -0.619 1.816  -0.406
O: -4.227 -0.054 1.949  -0.577
C: -2.837 -2.203 1.418  1.782
C: -4.137 -2.958 2.048  -0.671
C: -4.192 -4.549 1.760  -0.428
C: -5.166 -4.991 0.555  -0.221
F: -6.590 -4.719 0.847  -0.351
C: -2.817 -2.269 -0.156  0.939
F: -4.169 -1.905 -0.605  -0.335
F: -2.615 -3.593 -0.745  -0.304
C: -1.836 -1.276 -0.962  0.177
F: -2.367 0.074 -1.117  -0.262
F: -1.813 -1.787 -2.333  -0.256
F: -0.471 -1.279 -0.545  -0.039
N: 1.758 -6.097 0.236  -0.271
C: 2.320 -5.084 -0.701  0.567
C: 2.434 -5.542 -2.235  -0.660
C: 3.013 -4.440 -3.249  -0.363
C: 3.432 -2.982 -2.752  -0.559
C: 3.326 -2.548 -1.231  -0.457
C: 2.776 -3.627 -0.215  -0.211
H: 0.104 -3.587 0.270  0.280
H: -1.047 -5.043 0.582  0.186
H: -1.395 -4.605 3.016  0.480
H: 0.160 -3.622 3.124  0.507
H: -2.108 -2.447 3.444  -0.241
H: -0.780 -2.303 6.056  0.380
H: -1.494 0.509 1.185  0.360
H: -5.137 -2.513 1.642  0.460
H: -4.209 -2.834 3.207  0.155
H: -4.548 -5.097 2.708  0.401
H: -3.120 -4.933 1.498  0.091
H: -4.958 -4.475 -0.453  0.114
H: -5.046 -6.134 0.359  0.308
H: 2.479 -6.732 0.622  0.333
H: 2.121 -6.610 -2.556  0.364
H: 3.128 -4.749 -4.349  0.382
H: 3.847 -2.198 -3.487  0.371
H: 3.609 -1.512 -0.815  0.384
H: 2.667 -3.327 0.905  0.318
C: 1.728 4.257 -1.153  0.476
O: 2.949 4.278 -1.109  -0.687
N: 0.960 4.822 -2.131  0.104
C: -0.488 4.754 -2.113  -0.733
C: 1.615 5.514 -3.224  -1.048
H: 1.133 3.757 -0.372  0.052
H: -0.831 4.246 -3.018  0.329
H: -0.891 5.770 -2.089  0.292
H: -0.845 4.207 -1.238  0.230
H: 2.277 4.816 -3.743  0.338
H: 2.217 6.332 -2.819  0.276
H: 0.877 5.911 -3.923  0.387
C: 5.719 -6.593 -2.997  0.181
O: 5.161 -6.692 -4.077  -0.614
N: 6.969 -6.078 -2.791  0.126
C: 7.562 -5.996 -1.472  -0.937
C: 7.726 -5.598 -3.930  -0.953
H: 5.233 -6.929 -2.066  0.261
H: 7.783 -4.950 -1.245  0.337
H: 8.489 -6.576 -1.461  0.355
H: 6.884 -6.391 -0.712  0.294
H: 7.163 -4.802 -4.423  0.281
H: 7.865 -6.420 -4.638  0.297
H: 8.699 -5.218 -3.612  0.384
C: -3.633 -1.792 8.246  0.054
O: -2.413 -1.763 8.278  -0.567
N: -4.411 -1.232 7.271  0.184
C: -5.858 -1.307 7.299  -0.904
C: -3.765 -0.540 6.174  -0.779
H: -4.219 -2.293 9.033  0.281
H: -6.205 -1.819 6.397  0.292
H: -6.267 -0.293 7.323  0.328
H: -6.206 -1.854 8.178  0.306
H: -3.103 -1.238 5.655  -0.034
H: -3.164 0.281 6.574  0.388
H: -4.507 -0.148 5.475  0.395
C: -1.540 -0.502 -8.012  0.083
O: -0.406 -0.122 -8.246  -0.579
N: -2.015 -0.868 -6.782  0.157
C: -3.380 -1.311 -6.582  -0.873
C: -1.124 -0.810 -5.640  -0.793
H: -2.297 -0.582 -8.809  0.270
H: -3.871 -0.641 -5.872  0.307
H: -3.369 -2.327 -6.179  0.306
H: -3.936 -1.305 -7.522  0.300
H: -0.765 0.215 -5.519  0.300
H: -0.266 -1.462 -5.824  0.309
H: -1.640 -1.129 -4.733  0.210
C: 2.614 7.126 3.678  0.097
O: 2.289 6.263 4.474  -0.571
N: 2.964 6.908 2.372  0.191
C: 3.340 7.989 1.484  -0.856
C: 2.957 5.552 1.860  -0.946
H: 2.652 8.190 3.963  0.258
H: 2.651 8.009 0.635  0.262
H: 4.358 7.816 1.124  0.321
H: 3.301 8.951 1.999  0.303
H: 1.951 5.137 1.964  0.282
H: 3.650 4.945 2.450  0.279
H: 3.256 5.534 0.811  0.379
C: -1.969 8.539 -1.203  0.080
O: -2.066 7.484 -1.808  -0.628
N: -1.003 9.485 -1.413  0.145
C: -0.952 10.718 -0.652  -0.916
C: 0.003 9.247 -2.428  -0.811
H: -2.682 8.818 -0.411  0.283
H: -1.037 11.564 -1.339  0.338
H: 0.003 10.771 -0.123  0.316
H: -1.766 10.764 0.074  0.296
H: -0.489 9.118 -3.396  0.317
H: 0.546 8.329 -2.186  0.147
H: 0.702 10.084 -2.480  0.379

Output
- SMILES = O=C(CC[C@H]1[C@](N=C=S)(P(O)Cl)NC(=O)[C@@]1(CCCF)C(F)(F)C(F)(F)F)Nc1ccccc1.CN(C)C=O.CN(C)C=O.CN(C)C=O.CN(C)C=O.CN(C)C=O.CN(C)C=O
- lowest unoccupied orbital energy (eV) = -0.873

=====

# C37H62AuN8O2Si5

A molecular structure, C37H62AuN8O2Si5 (wB97M-V/def2-TZVPD, OMol25).

Each line ends with the Mulliken charge.
Element x y z (Å)
Au: 0.410 -0.244 -0.739  2.511
C: -3.990 1.839 2.229  -1.142
N: -2.818 1.047 1.851  1.131
C: -2.008 1.224 0.813  -1.254
N: -1.025 0.344 0.875  0.402
C: -1.308 -0.385 1.996  -0.917
N: -2.381 0.025 2.624  -1.127
C: -3.687 3.322 2.282  0.913
C: -4.682 4.245 1.987  -1.009
C: -4.416 5.607 2.053  -0.683
C: -3.151 6.063 2.383  -0.907
C: -2.148 5.139 2.666  -0.064
C: -2.425 3.777 2.635  -0.027
C: -0.785 5.590 2.940  0.519
N: -0.317 6.787 2.998  -0.466
N: 1.057 6.663 3.201  -0.500
C: 1.304 5.401 3.247  0.566
O: 0.183 4.654 3.095  -0.170
C: 2.583 4.706 3.368  -0.004
C: 3.780 5.407 3.251  -1.003
C: 4.979 4.717 3.296  -0.737
C: 4.993 3.334 3.438  -0.777
C: 3.802 2.633 3.568  0.956
C: 3.793 1.129 3.698  -1.401
N: 3.340 0.462 2.467  1.131
C: 2.136 0.473 1.901  -0.653
N: 2.169 -0.223 0.778  0.281
C: 3.462 -0.642 0.702  -0.941
N: 4.205 -0.247 1.708  -0.998
C: 2.601 3.329 3.551  0.087
H: -4.295 1.460 3.202  0.358
H: -4.794 1.641 1.522  0.417
H: -2.133 1.987 0.062  0.677
H: -0.696 -1.204 2.343  0.650
H: -5.670 3.903 1.699  0.470
H: -5.201 6.317 1.826  0.429
H: -2.921 7.120 2.410  0.541
H: -1.635 3.077 2.881  0.773
H: 3.752 6.482 3.120  0.529
H: 5.913 5.256 3.206  0.414
H: 5.936 2.800 3.444  0.431
H: 3.143 0.813 4.513  0.323
H: 4.791 0.745 3.883  0.423
H: 1.271 0.976 2.304  0.459
H: 3.850 -1.252 -0.099  0.445
H: 1.662 2.804 3.685  0.669
C: 2.532 -1.556 -2.839  -1.061
O: 1.653 -2.053 -1.818  -0.097
Si: 1.450 -3.742 -1.692  0.523
C: 3.116 -4.463 -1.263  -1.414
C: 1.055 -4.340 -3.415  -1.460
C: 0.133 -4.024 -0.417  0.931
Si: -1.627 -4.307 -0.993  0.045
C: -2.897 -3.831 0.307  -1.264
C: -1.767 -6.147 -1.327  -1.107
C: -2.013 -3.372 -2.577  -0.388
Si: 0.651 -4.623 1.283  0.166
C: 1.304 -6.369 1.104  -1.146
C: 1.967 -3.503 2.021  -0.535
C: -0.748 -4.716 2.523  -1.059
H: 3.203 -2.336 -3.207  0.492
H: 3.138 -0.746 -2.437  0.226
H: 1.953 -1.177 -3.683  -0.037
H: 3.888 -4.062 -1.925  0.371
H: 3.100 -5.546 -1.418  0.442
H: 3.427 -4.278 -0.232  0.399
H: 1.980 -4.535 -3.964  0.461
H: 0.477 -3.601 -3.974  0.243
H: 0.483 -5.272 -3.406  0.288
H: -3.119 -4.672 0.968  0.465
H: -3.830 -3.535 -0.178  0.480
H: -2.567 -2.999 0.934  0.217
H: -1.654 -6.728 -0.407  0.283
H: -1.001 -6.481 -2.033  0.310
H: -2.747 -6.382 -1.755  0.403
H: -1.503 -2.401 -2.616  -0.472
H: -3.088 -3.187 -2.649  0.473
H: -1.719 -3.945 -3.458  0.511
H: 2.159 -6.438 0.431  0.343
H: 0.520 -7.027 0.718  0.251
H: 1.611 -6.752 2.081  0.377
H: 2.637 -3.096 1.264  -0.148
H: 2.572 -4.053 2.748  0.534
H: 1.512 -2.656 2.545  0.151
H: -1.493 -5.461 2.231  0.247
H: -1.271 -3.767 2.666  0.306
H: -0.339 -5.023 3.491  0.419
C: 2.218 2.109 -1.884  -0.795
Si: 0.675 2.039 -2.962  0.345
C: 1.179 1.797 -4.748  -1.126
C: -0.078 3.742 -2.794  -1.195
C: -0.479 0.601 -2.516  -0.623
Si: -2.340 0.738 -2.757  0.645
C: -3.078 2.444 -2.452  -1.437
C: -2.655 0.315 -4.553  -1.335
C: -3.316 -0.454 -1.670  -0.441
H: 2.907 2.856 -2.294  0.533
H: 2.759 1.163 -1.823  0.051
H: 1.965 2.418 -0.864  0.099
H: 1.947 2.525 -5.028  0.385
H: 0.324 1.940 -5.415  0.322
H: 1.581 0.797 -4.933  0.329
H: 0.714 4.477 -2.968  0.397
H: -0.484 3.930 -1.796  0.275
H: -0.867 3.928 -3.524  0.306
H: -0.188 -0.245 -3.162  -0.276
H: -2.940 3.096 -3.315  0.403
H: -2.675 2.978 -1.588  0.332
H: -4.156 2.332 -2.300  0.491
H: -2.240 1.081 -5.216  0.314
H: -3.730 0.253 -4.747  0.387
H: -2.207 -0.645 -4.823  0.325
H: -4.003 0.087 -1.012  0.387
H: -2.676 -1.087 -1.053  -0.496
H: -3.924 -1.112 -2.296  0.506

Output
- relative energy (zero: lowest compared OMol25 entry of this formula, charge and spin) (kJ/mol) = 0.0
- spin multiplicity = 3
- lowest unoccupied orbital energy (spin up / spin down) (eV) = -2.225 / -4.051
- total charge = +1
- ⟨S²⟩ = 2.01